No. 1
This record from the OMol25 dataset describes a molecular structure, C35H78CaN3O7 in a non-equilibrium geometry. The level of theory is ωB97M-V/def2-TZVPD.

Geometry as XYZ:
```
124
Properties=species:S:1:pos:R:3:lowdin_charge:R:1
Ca -20.0110 6.5904 10.9051 1.59
O -16.3354 5.6405 9.3781 0.12
C -17.5364 5.9785 9.8089 -0.80
O -18.1827 6.9346 9.2633 -0.12
O -18.0250 5.3943 10.8296 -0.18
H -16.1187 6.2990 8.6573 0.09
C -16.9916 4.4233 16.0932 -0.14
C -16.4375 4.2178 14.6797 -0.14
C -17.1467 5.3072 13.8901 -0.21
O -17.2557 6.4066 14.7944 -0.17
C -17.5434 5.8734 16.0746 -0.19
H -16.2641 4.2628 16.8862 0.11
H -17.7987 3.7143 16.2873 0.11
H -16.6831 3.2275 14.2992 0.10
H -15.3587 4.3668 14.6326 0.11
H -18.1806 5.0184 13.6224 0.11
H -16.6740 5.6946 12.9917 0.09
H -18.6290 5.8503 16.2391 0.11
H -17.0776 6.5047 16.8276 0.11
C -15.4568 1.2005 12.0964 -0.15
C -15.5061 2.2381 10.9719 -0.14
C -17.0011 2.2520 10.6517 -0.21
O -17.4698 0.9207 10.8590 -0.15
C -16.5305 0.1892 11.6692 -0.18
H -15.7577 1.6487 13.0461 0.09
H -14.4975 0.7070 12.2360 0.11
H -14.9361 1.8922 10.1078 0.12
H -15.1641 3.2237 11.2830 0.09
H -17.1914 2.5262 9.6118 0.10
H -17.5095 2.9503 11.3272 0.09
H -16.1029 -0.6000 11.0474 0.12
H -17.0760 -0.2326 12.5114 0.12
C -13.5892 5.5657 12.0330 -0.17
C -12.3658 6.2071 12.7196 -0.14
C -11.2109 5.8565 11.7429 -0.18
O -11.8157 5.3836 10.5309 -0.13
C -13.2054 5.6940 10.5565 -0.20
H -14.5071 6.1068 12.2852 0.08
H -13.7412 4.5293 12.3422 0.10
H -12.1973 5.8172 13.7198 0.11
H -12.5188 7.2866 12.7662 0.10
H -10.5972 5.0491 12.1424 0.12
H -10.5876 6.7254 11.5225 0.11
H -13.7422 4.9526 9.9708 0.11
H -13.3823 6.7301 10.2404 0.11
C -15.2558 8.6388 5.7024 -0.15
C -13.8744 8.7578 6.3349 -0.13
C -13.9335 7.7756 7.5441 -0.16
O -15.2117 7.1260 7.4710 -0.19
C -16.0945 8.0432 6.8330 -0.20
H -15.2531 7.9372 4.8712 0.11
H -15.6578 9.5815 5.3318 0.12
H -13.6398 9.7515 6.7119 0.11
H -13.0699 8.4680 5.6616 0.11
H -13.8723 8.3446 8.4749 0.10
H -13.1798 6.9968 7.4953 0.13
H -16.4366 8.8123 7.5381 0.12
H -16.9644 7.4927 6.4745 0.12
C -18.1325 3.2597 6.5612 -0.08
C -16.6426 2.9286 6.6506 -0.26
N -15.8987 2.8831 5.3983 -0.19
C -15.8535 4.1648 4.7256 -0.28
C -14.7415 4.2243 3.6890 -0.09
C -16.3433 1.8369 4.4886 -0.27
C -16.5510 0.4908 5.1595 -0.09
H -18.3692 4.3004 6.3299 0.06
H -18.5895 2.9944 7.5204 0.05
H -18.6026 2.6361 5.7973 0.07
H -16.1316 3.5981 7.3469 0.11
H -16.5673 1.9321 7.0916 0.09
H -15.6878 4.9275 5.4877 0.10
H -16.8156 4.3790 4.2157 0.12
H -14.6232 5.2477 3.3227 0.07
H -14.9289 3.6023 2.8167 0.07
H -13.7842 3.9477 4.1374 0.08
H -17.2302 2.1481 3.9069 0.12
H -15.5351 1.6978 3.7654 0.11
H -15.6452 0.2265 5.7180 0.09
H -17.3834 0.4641 5.8620 0.06
H -16.6636 -0.2926 4.4119 0.08
C -15.5885 9.4497 10.6607 -0.06
C -16.5621 8.7328 11.5978 -0.25
N -16.5831 9.1494 12.9937 -0.17
C -16.8058 10.5759 13.1412 -0.27
C -18.0584 11.0645 12.4227 -0.09
C -15.3810 8.7022 13.6760 -0.26
C -15.3272 9.0623 15.1547 -0.07
H -15.6263 8.9614 9.6798 0.05
H -14.5520 9.3838 10.9929 0.07
H -15.8562 10.4940 10.5044 0.07
H -17.5591 8.8989 11.1674 0.09
H -16.3532 7.6603 11.5560 0.10
H -16.9851 10.7667 14.1994 0.11
H -15.9391 11.1851 12.8370 0.13
H -18.2728 12.0802 12.7488 0.08
H -17.9481 11.0672 11.3352 0.06
H -18.9125 10.4253 12.6613 0.07
H -14.4675 9.0985 13.1928 0.11
H -15.3454 7.6145 13.5968 0.08
H -14.4019 8.6868 15.5906 0.08
H -16.1593 8.6050 15.6965 0.07
H -15.3811 10.1347 15.3343 0.06
C -20.4231 3.4050 11.3180 -0.07
C -20.5660 3.7652 9.8551 -0.24
N -21.2740 5.0497 9.5740 -0.32
C -21.2430 5.3457 8.1253 -0.24
C -22.0723 4.4242 7.2168 -0.05
C -22.6406 5.0185 10.1145 -0.26
C -23.3898 6.3265 9.8677 -0.06
H -19.8939 2.4594 11.4119 0.09
H -21.3956 3.2981 11.8002 0.08
H -19.8423 4.1408 11.8936 0.04
H -19.5862 3.8445 9.3833 0.10
H -21.0902 2.9671 9.3196 0.12
H -21.5536 6.3766 7.9339 0.11
H -20.1973 5.3107 7.8051 0.10
H -23.1398 4.6698 7.2891 0.08
H -21.7933 4.5822 6.1801 0.09
H -22.0098 3.3726 7.4883 0.07
H -22.5887 4.8442 11.1949 0.11
H -23.2047 4.1615 9.7244 0.14
H -24.3392 6.3775 10.3886 0.09
H -23.5721 6.4836 8.8033 0.07
H -22.7835 7.1993 10.1704 0.07
```

Frontier orbital gap ... 0.21728 Eh
LUMO ... -4.06 eV
Relative energy (zero: lowest compared OMol25 entry of this formula, charge and spin) ... 0.00 kcal per mole
Max |F| ... 0.0403 hartree/bohr
Electronic energy ... -74797.5180 eV
Charge ... +1
Spin multiplicity ... 1
Molecular weight ... 693.101 Da



No. 2
This record from the OMol25 dataset describes a gas-phase ion, C4H6ClN2O2S (charge +1) in a non-equilibrium geometry. The level of theory is ωB97M-V/def2-TZVPD.

Geometry as XYZ:
```
16
Properties=species:S:1:pos:R:3:nbo_charge:R:1
C -0.0707 -1.6589 -0.4018 0.05
C -1.7807 -0.2714 -0.3097 0.26
C 0.3661 -0.4065 -0.0367 -0.22
C -0.4821 1.8127 0.4448 -0.39
N -1.3984 -1.5871 -0.5347 -0.46
N -0.7202 0.4314 0.0155 -0.24
O 2.1641 0.6413 1.5491 -0.85
O 2.8323 -1.3068 0.1880 -0.85
S 2.0767 -0.0945 0.3889 2.14
Cl 2.5747 1.0406 -1.2268 -0.17
H 0.4157 -2.6064 -0.5878 0.28
H -2.7031 0.2359 -0.3571 0.26
H -0.4557 1.6087 1.6012 0.25
H 0.4392 2.0210 -0.0440 0.24
H -1.2646 2.4320 0.2522 0.24
H -1.9936 -2.2922 -0.9413 0.47
```

Frontier orbital gap ... 0.40214 Eh
LUMO ... -4.02 eV
Relative energy (zero: lowest compared OMol25 entry of this formula, charge and spin) ... 8.13 kcal per mole
Max |F| ... 0.0951 hartree/bohr
Electronic energy ... -34669.8473 eV
Charge ... +1
Spin multiplicity ... 1
Molecular weight ... 181.624 Da



No. 3
This record from the OMol25 dataset describes 2 unconnected molecules or ions with the total composition C3H2N2O2 in a non-equilibrium geometry. The level of theory is ωB97M-V/def2-TZVPD.

Geometry as XYZ:
```
9
Properties=species:S:1:pos:R:3:nbo_charge:R:1
C -1.3732 0.8798 0.7267 -0.11
C 2.6471 -0.4945 -0.5002 0.09
C -1.9001 0.1519 -0.3198 0.60
N 2.5556 0.0234 -1.4925 -0.32
N -0.7615 -0.2914 0.3983 0.16
O -2.4652 -0.1076 -1.3063 -0.51
O 0.2199 -0.9965 0.6252 -0.39
H -1.5062 1.7103 1.4192 0.24
H 2.5836 -0.8753 0.4496 0.23
```

Frontier orbital gap ... 0.37329 Eh
LUMO ... -0.32 eV
Relative energy (zero: lowest compared OMol25 entry of this formula, charge and spin) ... 119.39 kcal per mole
Max |F| ... 0.0584 hartree/bohr
Electronic energy ... -10213.0118 eV
Spin multiplicity ... 1
Molecular weight ... 98.061 Da



No. 4
This record from the OMol25 dataset describes C2H5NS in the gas phase in a non-equilibrium geometry. The level of theory is ωB97M-V/def2-TZVPD.

Geometry as XYZ:
```
9
Properties=species:S:1:pos:R:3:nbo_charge:R:1
C 0.2203 0.3867 0.3725 -0.12
C 0.2410 -0.3799 -0.9315 -0.59
N -1.7277 -0.2261 0.3753 -0.84
S -1.1851 -1.4490 -0.6097 0.38
H 0.6558 0.0800 1.3157 0.20
H 0.4023 1.4142 0.4353 0.19
H 0.1278 0.3664 -1.6326 0.21
H 1.0929 -1.1217 -1.2246 0.23
H -2.2154 -0.4910 1.1711 0.35
```

Frontier orbital gap (spin up / spin down) ... 0.26482 / 0.26472 Eh
LUMO (spin up / spin down) ... -0.09 / -0.09 eV
Relative energy (zero: lowest compared OMol25 entry of this formula, charge and spin) ... 92.87 kcal per mole
Max |F| ... 0.1064 hartree/bohr
Electronic energy ... -14476.3097 eV
Spin multiplicity ... 1
Molecular weight ... 75.136 Da